w:
The following is a quantum chemistry calculation of 2 unconnected molecules or ions with the total composition C11H15N, from the OMol25 dataset.

As for the total charge: 0. The calculation puts the lowest unoccupied orbital energy at 0.82 eV. For the molar mass, the calculation gives 161.25 g/mol. As for the HOMO-LUMO gap: 0.3159 Ha. The HOMO energy comes out at -0.286 hartree.

Last column: Mulliken charge in e.
Atoms and positions in Å:
C  0.30122  0.04268  3.78506  -1.3022
C  0.20344  0.60105  2.40132  0.6082
C  1.15279  1.32634  1.77044  -0.7965
N  0.77971  1.60824  0.47890  -0.0417
C  -0.42052  0.97553  0.22401  -0.1647
C  -0.94071  0.53014  -0.99319  -0.7038
C  -2.14564  -0.15503  -0.92374  -0.4560
C  -2.67558  -0.62027  0.27971  -0.5649
C  -1.99222  -0.39951  1.47132  -0.4022
C  -0.82405  0.34423  1.41697  0.7743
H  -0.14035  -0.95609  3.79189  0.3435
H  -0.05117  0.68172  4.59050  0.2723
H  1.33534  -0.15738  4.02819  0.3667
H  2.04445  1.75319  2.20448  0.4021
H  1.22974  2.22572  -0.17199  0.2037
H  -0.52605  0.84553  -1.94098  0.3551
H  -2.57012  -0.47536  -1.86106  0.3613
H  -3.69798  -0.95925  0.26708  0.3548
H  -2.37157  -0.82959  2.38169  0.3897
C  1.98390  -2.26861  -4.21472  -0.8776
C  2.92365  -1.06645  -3.93613  -0.7046
H  2.53670  -3.02942  -4.75504  0.3080
H  1.71945  -2.79654  -3.29025  0.2544
H  1.08035  -1.91347  -4.62457  0.2939
H  2.71343  -0.48571  -4.83888  0.2300
H  4.00024  -1.20804  -3.92598  0.3243
H  2.59731  -0.50484  -3.06660  0.1719

=====

x:
The following is a quantum chemistry calculation of 2 unconnected molecules or ions with the total composition C11H15N, from the OMol25 dataset.

As for the total charge: 0. The calculation puts the lowest unoccupied orbital energy at 0.96 eV. For the molar mass, the calculation gives 161.25 g/mol. As for the HOMO-LUMO gap: 0.3180 Ha. The HOMO energy comes out at -0.283 hartree.

Last column: Mulliken charge in e.
Atoms and positions in Å:
C  1.07780  1.39037  0.76446  -1.0310
C  0.19578  0.39505  1.46265  0.5497
C  -0.51698  0.54834  2.61677  -0.7308
N  -1.12277  -0.67315  2.90112  -0.1655
C  -0.87577  -1.58379  1.89667  -0.1220
C  -0.96844  -2.95839  2.00292  -0.8269
C  -0.72699  -3.61220  0.75446  -0.2841
C  -0.23138  -2.96144  -0.34411  -0.8537
C  0.18478  -1.63066  -0.25210  -0.0652
C  -0.14148  -0.86925  0.85712  0.7669
H  0.89472  2.40105  1.10560  0.4045
H  1.15422  1.27869  -0.30875  -0.1326
H  2.07273  1.08645  1.14130  0.3249
H  -0.70505  1.34784  3.31080  0.4262
H  -2.02086  -0.73464  3.35713  0.2791
H  -1.21246  -3.42605  2.94200  0.4140
H  -1.12957  -4.62103  0.77295  0.3349
H  -0.33615  -3.55875  -1.23998  0.3452
H  0.80401  -1.27503  -1.07195  0.3623
C  -0.08707  2.73984  -2.40921  -0.6337
C  1.02546  2.13536  -3.26795  -0.8035
H  -1.08287  2.32210  -2.41646  0.2964
H  0.17754  2.73107  -1.35420  0.0210
H  -0.24016  3.78774  -2.67175  0.3347
H  1.63136  2.82382  -3.83958  0.3075
H  0.58526  1.48647  -4.04250  0.2508
H  1.59430  1.43021  -2.66741  0.2310

=====

Which structure is the least stable? The one labeled x.

=====

w:
The following is a quantum chemistry calculation of 2 unconnected molecules or ions with the total composition C11H15N, from the OMol25 dataset.

As for the total charge: 0. The calculation puts the lowest unoccupied orbital energy at 0.93 eV. For the molar mass, the calculation gives 161.25 g/mol. As for the HOMO-LUMO gap: 0.3239 Ha. The HOMO energy comes out at -0.290 hartree.

Last column: Mulliken charge in e.
Atoms and positions in Å:
C  -0.99348  -2.97087  -1.09463  -1.2339
C  -0.07234  -1.95985  -0.48308  0.4606
C  0.73347  -2.09625  0.60171  -0.7457
N  1.47305  -0.95559  0.84125  -0.0274
C  1.03189  0.00627  -0.04815  -0.0571
C  1.59293  1.24965  -0.34816  -0.5256
C  1.35524  1.81075  -1.58674  -0.6371
C  0.40566  1.20773  -2.46503  -0.5080
C  -0.27121  0.08204  -2.08986  -0.6310
C  0.08999  -0.58104  -0.88839  0.7366
H  -1.13290  -2.72459  -2.14027  0.3526
H  -1.91547  -3.14291  -0.54867  0.2662
H  -0.46983  -3.93491  -1.10857  0.3562
H  0.87361  -3.00860  1.15888  0.4325
H  1.86124  -0.74325  1.74386  0.2991
H  2.45646  1.67065  0.15008  0.3785
H  2.10779  2.42145  -2.07376  0.3379
H  0.30763  1.66137  -3.44175  0.3863
H  -1.03400  -0.43181  -2.66727  0.3586
C  -1.46866  1.65294  1.41482  -0.6597
C  -0.64685  1.50588  2.70750  -0.7777
H  -1.65255  0.66526  0.99377  0.1453
H  -2.41047  2.17041  1.59495  0.3918
H  -0.94912  2.26846  0.68395  0.1705
H  0.41687  1.60762  2.48718  0.1611
H  -0.70833  0.46642  3.05202  0.2259
H  -0.98063  2.10281  3.55437  0.3434

=====

x:
The following is a quantum chemistry calculation of 2 unconnected molecules or ions with the total composition C11H15N, from the OMol25 dataset.

As for the total charge: 0. The calculation puts the lowest unoccupied orbital energy at 0.90 eV. For the molar mass, the calculation gives 161.25 g/mol. As for the HOMO-LUMO gap: 0.3275 Ha. The HOMO energy comes out at -0.294 hartree.

Last column: Mulliken charge in e.
Atoms and positions in Å:
C  1.73256  0.17559  -2.30084  -1.2788
C  0.32405  0.27717  -1.79019  0.4493
C  -0.60763  1.24003  -1.97568  -0.5863
N  -1.83908  0.86937  -1.43316  -0.2197
C  -1.62918  -0.33094  -0.75799  -0.3417
C  -2.52952  -1.08588  -0.01410  -0.7621
C  -2.08258  -2.28786  0.50812  -0.4372
C  -0.75998  -2.71536  0.29378  -0.7770
C  0.13840  -1.93123  -0.40635  -0.3909
C  -0.30953  -0.75111  -0.99009  1.2713
H  2.15467  -0.77769  -1.99842  0.2874
H  2.41764  0.94166  -1.91078  0.2934
H  1.75098  0.17936  -3.39545  0.3465
H  -0.51796  2.13687  -2.58126  0.4258
H  -2.36301  1.60086  -0.96803  0.2748
H  -3.51553  -0.70014  0.20002  0.3848
H  -2.75434  -2.84665  1.13919  0.3895
H  -0.47533  -3.61045  0.83362  0.3464
H  1.13623  -2.34286  -0.48872  0.3250
C  0.70359  1.22332  1.75084  -0.3764
C  1.74002  1.69147  2.77788  -1.0259
H  1.09402  1.12723  0.73195  -0.0045
H  0.21900  0.31382  2.08282  0.2604
H  -0.05426  1.99273  1.58690  0.2822
H  1.76636  2.79132  2.82240  0.2784
H  2.76573  1.44446  2.49581  0.2918
H  1.49470  1.37490  3.78772  0.2936

=====

y:
The following is a quantum chemistry calculation of 2 unconnected molecules or ions with the total composition C11H15N, from the OMol25 dataset.

As for the total charge: 0. The calculation puts the lowest unoccupied orbital energy at 0.95 eV. For the molar mass, the calculation gives 161.25 g/mol. As for the HOMO-LUMO gap: 0.3193 Ha. The HOMO energy comes out at -0.284 hartree.

Last column: Mulliken charge in e.
Atoms and positions in Å:
C  -1.35152  -0.15689  2.77407  -1.2963
C  -1.50044  -1.24744  1.76178  0.5015
C  -2.26358  -2.38969  1.84003  -0.6642
N  -2.01592  -3.17738  0.74758  -0.0486
C  -1.21670  -2.52687  -0.15073  -0.3422
C  -0.69499  -2.96481  -1.37760  -0.6386
C  0.16057  -2.12716  -2.03919  -0.6058
C  0.51779  -0.92577  -1.42196  -0.3570
C  0.22075  -0.55869  -0.11849  -0.4303
C  -0.78361  -1.31909  0.52128  0.9817
H  -1.39194  -0.62409  3.75974  0.3301
H  -2.18395  0.54914  2.73872  0.2899
H  -0.40364  0.34833  2.65525  0.3424
H  -3.07735  -2.49949  2.53757  0.3849
H  -2.57681  -3.99958  0.64981  0.1931
H  -0.97607  -3.92201  -1.78765  0.3478
H  0.63581  -2.32276  -2.99262  0.3739
H  1.10619  -0.19856  -1.96902  0.3451
H  0.74077  0.29139  0.30524  0.3077
C  1.54647  3.24665  -1.09748  -0.5344
C  2.70365  4.20147  -0.97933  -0.9097
H  0.66715  3.64019  -0.57264  0.3173
H  1.24175  3.14372  -2.14727  0.2865
H  1.76225  2.23004  -0.75207  0.0047
H  2.75209  4.80234  -1.88347  0.2613
H  3.64973  3.63783  -0.87721  0.2719
H  2.73156  4.86920  -0.12432  0.2874

=====

Which structure is the least stable? The one labeled w.